Computed, not measured: C21H22N3O4PdS as an isolated structure, with ωB97M-V/def2-TZVPD.

Geometry as XYZ:
```
52
Properties=species:S:1:pos:R:3:lowdin_charge:R:1
Pd 1.126 0.518 0.193 1.166
C 5.064 2.518 -0.363 0.007
C 3.923 1.573 -0.588 -0.401
O 3.080 1.433 0.311 -0.058
C 3.912 0.865 -1.845 0.030
C 3.083 -0.142 -2.265 -0.272
C 3.297 -0.819 -3.587 -0.013
N 2.039 -0.599 -1.530 0.003
N 1.357 -1.626 -1.889 0.119
C 0.076 -1.713 -1.396 -0.373
O -0.412 -0.812 -0.683 -0.053
C -0.678 -2.909 -1.773 -0.151
C -0.151 -3.836 -2.675 -0.015
C -0.886 -4.959 -3.008 -0.058
C -2.138 -5.161 -2.443 -0.053
C -2.662 -4.242 -1.541 -0.055
C -1.937 -3.116 -1.205 -0.006
H 4.967 3.001 0.604 0.093
H 5.079 3.266 -1.158 0.102
H 6.010 1.976 -0.414 0.103
H 4.708 1.132 -2.526 0.122
H 4.117 -0.358 -4.128 0.087
H 2.387 -0.762 -4.184 0.095
H 3.516 -1.874 -3.424 0.095
H 0.825 -3.671 -3.109 0.109
H -0.484 -5.679 -3.708 0.111
H -2.709 -6.043 -2.704 0.113
H -3.635 -4.411 -1.100 0.112
H -2.322 -2.395 -0.498 0.114
C -4.056 0.092 4.027 -0.031
C -3.046 0.945 3.318 -0.254
C -2.982 0.941 1.923 -0.027
C -2.025 1.673 1.250 -0.079
C -1.114 2.422 1.989 -0.442
C -1.151 2.445 3.374 -0.070
C -2.130 1.714 4.030 -0.017
S 0.202 3.273 1.173 0.994
C -0.629 4.755 0.611 -0.206
O 0.394 2.503 -0.150 -0.614
H -5.033 0.154 3.549 0.088
H -4.162 0.382 5.071 0.083
H -3.738 -0.952 3.996 0.091
H -3.689 0.343 1.361 0.127
H -1.960 1.649 0.169 0.114
H -0.414 3.004 3.937 0.117
H -2.168 1.722 5.112 0.122
H -1.402 4.477 -0.102 0.073
H 0.111 5.406 0.153 0.062
H -1.068 5.234 1.485 0.072
O -1.100 -1.803 2.332 0.167
C -0.186 -1.119 2.101 -0.458
N 0.794 -0.415 1.927 0.015
```

Output
Multiplicity: 5
Expectation value of S²: 6.043
Relative energy (zero: lowest compared OMol25 entry of this formula, charge and spin) (kJ/mol): 25.3
Electronic energy (eV): -49099.3925
Net charge: +1
Kohn-Sham gap (spin up / spin down) (eV): 8.34 / 6.07